Entry from the OMol25 dataset: a cluster of 10 separate species, C19H48FN10O19 in total (the ωB97M-V functional and the def2-TZVPD basis).

The value obtained for the total energy is -2828.70497 a.u. Its HOMO-LUMO gap is 2.9267 eV. The net charge is -1. Its HOMO energy is -1.6 eV.

XYZ file:
```
97
Properties=species:S:1:pos:R:3:mulliken_charge:R:1
C 0.3409 0.2291 2.5466 -0.83
C 0.7606 1.0852 1.2299 0.53
C -0.4686 0.9951 0.2009 -0.32
C -0.2960 -0.1064 -0.9606 0.14
O 0.7555 -1.0630 -0.7326 -0.03
C 0.2588 -2.2923 -0.1162 -1.07
N -0.6658 -3.0571 -1.0467 0.51
C -1.7857 -3.5480 -0.1606 -0.42
C -2.9204 -2.4446 0.1037 -0.73
C 1.5029 -3.3055 0.1355 0.47
F 2.1486 -3.0588 1.4458 -0.41
C 2.6787 -3.1707 -0.9521 -0.32
C 2.1951 -3.2365 -2.4790 -0.74
H -0.8085 0.1176 2.6284 0.29
H 0.7547 -0.8329 2.4721 0.10
H 0.6876 0.8139 3.4700 0.16
H 0.7982 2.1925 1.5917 0.03
H 1.7682 0.7850 0.7907 -0.15
H -1.4879 0.8311 0.7033 0.24
H -0.5407 2.0257 -0.3209 -0.16
H -0.0045 0.4733 -1.9228 0.21
H -1.3252 -0.5545 -1.1677 -0.22
H -0.2305 -3.9262 -1.3954 0.10
H -2.3227 -4.4596 -0.6361 0.16
H -1.4149 -3.9084 0.8701 0.38
H -2.6382 -1.6620 0.9009 0.01
H -3.1471 -1.9007 -0.8747 -0.03
H -3.8463 -2.9965 0.5311 0.42
H 1.1488 -4.4046 0.1939 -0.08
H 3.3471 -2.2526 -0.7434 0.09
H 3.3768 -4.0845 -0.7920 0.25
H 1.2754 -2.6014 -2.7155 0.17
H 3.0573 -2.7968 -3.1174 0.25
H 2.0312 -4.3020 -2.8795 0.14
C -3.3544 -2.8432 -4.3334 -0.42
N -4.7741 -2.5568 -3.9951 0.92
O -5.0683 -2.5175 -2.8094 -0.49
O -5.5457 -2.3805 -4.9328 -0.60
H -2.7919 -2.9756 -3.4087 -0.02
H -3.3368 -3.7548 -4.9303 0.29
H -2.9737 -1.9927 -4.8983 0.27
C -3.9191 3.6434 -1.0123 -0.78
N -2.8155 2.7656 -1.4812 0.92
O -3.0305 1.5613 -1.5179 -0.48
O -1.7674 3.3176 -1.7979 -0.58
H -4.7805 3.0250 -0.7672 0.39
H -3.5636 4.1760 -0.1307 0.26
H -4.1554 4.3325 -1.8208 0.25
C 5.8056 -5.1162 -5.1623 -0.74
N 4.6002 -5.2947 -4.3114 0.82
O 4.6737 -4.9236 -3.1485 -0.45
O 3.6196 -5.8021 -4.8424 -0.51
H 6.5920 -4.6580 -4.5643 0.32
H 6.1103 -6.1026 -5.5112 0.28
H 5.5274 -4.4706 -5.9949 0.28
C -1.4776 7.4770 -0.3285 -0.69
N -2.6787 7.3144 0.5319 0.90
O -2.5894 7.6750 1.6989 -0.53
O -3.6725 6.8285 0.0069 -0.51
H -0.6775 7.9161 0.2655 0.31
H -1.1941 6.4873 -0.6873 0.24
H -1.7516 8.1336 -1.1539 0.29
C -1.1511 -7.6770 0.8613 -0.81
N -1.4332 -6.9106 -0.3798 0.78
O -0.6670 -6.0019 -0.6633 -0.38
O -2.4181 -7.2479 -1.0278 -0.55
H -0.2558 -7.2695 1.3289 0.31
H -2.0138 -7.5676 1.5181 0.30
H -0.9995 -8.7180 0.5771 0.29
C -7.4019 4.4863 -3.3975 -0.75
N -6.5595 4.9420 -2.2609 0.85
O -5.7236 5.8073 -2.4908 -0.50
O -6.7660 4.4148 -1.1752 -0.49
H -7.1109 5.0354 -4.2917 0.30
H -7.2293 3.4179 -3.5267 0.31
H -8.4406 4.6908 -3.1391 0.27
C 4.1453 1.2926 1.6566 -0.69
N 5.3663 2.0612 2.0155 0.89
O 5.3783 2.6232 3.1061 -0.52
O 6.2739 2.0778 1.1951 -0.56
H 3.4299 1.3671 2.4743 0.25
H 3.7373 1.7311 0.7465 0.37
H 4.4428 0.2562 1.4979 0.32
C 5.5061 2.0716 6.6367 -0.54
N 4.3060 1.9012 7.4975 0.86
O 4.3962 2.2561 8.6668 -0.54
O 3.3120 1.4162 6.9719 -0.50
H 6.3061 2.5091 7.2320 0.30
H 5.7914 1.0854 6.2717 0.26
H 5.2309 2.7323 5.8149 0.15
C 2.2374 4.0878 4.9413 -0.72
N 1.8735 4.6548 3.6164 0.87
O 1.0411 4.0501 2.9533 -0.48
O 2.4373 5.6912 3.2848 -0.56
H 1.6649 3.1754 5.1030 0.30
H 3.3060 3.8748 4.9246 0.17
H 1.9942 4.8353 5.6961 0.36
```

---

Entry from the OMol25 dataset: a cluster of 2 separate species, C2H6O in total (the ωB97M-V functional and the def2-TZVPD basis).

The value obtained for the total energy is -154.97449 a.u. Its HOMO-LUMO gap is 11.2010 eV. The net charge is 0. Its HOMO energy is -10.2 eV. The SMILES is C=C.O.

XYZ file:
```
9
Properties=species:S:1:pos:R:3:nbo_charge:R:1
C 1.2382 -0.1407 0.2212 -0.40
C 0.5920 0.2199 1.3665 -0.39
H 1.5771 0.5386 -0.6647 0.19
H 1.3964 -1.1616 -0.1941 0.20
H 0.1222 1.1378 1.6608 0.21
H 0.4546 -0.5703 2.0748 0.19
H -1.5245 0.5921 -1.0998 0.47
H -1.6925 -0.6245 -1.8751 0.45
O -2.1635 0.0086 -1.4895 -0.92
```

---

Entry from the OMol25 dataset: a cluster of 2 separate species, C2H7O2 in total (the ωB97M-V functional and the def2-TZVPD basis).

The value obtained for the total energy is -230.37006 a.u. Its HOMO-LUMO gap (spin up / spin down) is 8.6597 / 6.3552 eV. The net charge is +1. Its HOMO energy (spin up / spin down) is -16.8 / -15.7 eV.

XYZ file:
```
11
Properties=species:S:1:pos:R:3:nbo_charge:R:1
C 1.9159 -0.2048 -0.2566 -0.32
C -1.9268 -0.0570 0.0494 -0.27
O -0.7172 0.5939 0.2664 -0.42
O 1.3047 -0.0007 0.8348 -0.10
H 3.0464 -0.1990 -0.1721 0.34
H 1.6392 -1.1575 -0.5297 0.23
H 1.9266 0.7356 -0.9419 0.32
H -2.2253 0.3896 -0.8686 0.24
H -1.6834 -1.1277 -0.2268 0.25
H -2.6566 0.0742 0.7269 0.22
H -0.6234 0.9534 1.1182 0.51
```

---

Entry from the OMol25 dataset: a structure of composition C12H14IrNO5Te (the ωB97M-V functional and the def2-TZVPD basis).

The value obtained for the total energy is -1268.68760 a.u. Its HOMO-LUMO gap (spin up / spin down) is 7.3020 / 6.3693 eV. The net charge is +1. Its HOMO energy (spin up / spin down) is -12.6 / -12.7 eV. Its multiplicity is 2.

XYZ file:
```
34
Properties=species:S:1:pos:R:3:nbo_charge:R:1
Ir -0.4829 0.4847 0.1266 1.03
O -2.1151 2.0250 0.2160 -0.73
C -3.4169 1.4019 0.2628 -0.10
C -3.2559 0.1553 -0.5593 -0.27
N -2.1271 -0.7053 -0.0779 -0.28
C -2.3391 -1.2814 1.2768 -0.36
C -1.9896 -0.2460 2.3706 0.75
O -2.6631 -0.1247 3.3551 -0.55
O -0.8937 0.4450 2.1113 -0.75
C -1.7986 -1.6514 -1.1802 -0.35
C -1.0602 -0.8728 -2.2965 0.75
O -1.2440 -1.1176 -3.4537 -0.54
O -0.2193 0.0354 -1.8340 -0.74
H -2.0214 2.6586 0.9398 0.53
H -4.1645 2.0529 -0.1894 0.23
H -3.7055 1.2044 1.2954 0.22
H -3.0161 0.4369 -1.5856 0.25
H -4.1743 -0.4352 -0.5731 0.25
H -1.6598 -2.1273 1.3884 0.24
H -3.3631 -1.6306 1.4058 0.25
H -2.7022 -2.1015 -1.5905 0.25
H -1.1561 -2.4428 -0.7943 0.23
Te 1.2473 -1.2869 0.5370 0.82
C 2.9980 -0.2788 0.1637 -0.34
C 4.1336 -1.0361 -0.1324 -0.20
C 5.3318 -0.3848 -0.3725 -0.19
C 5.3960 1.0008 -0.3003 -0.15
C 4.2637 1.7506 0.0004 -0.18
C 3.0585 1.1152 0.2310 -0.21
H 4.0850 -2.1165 -0.1843 0.23
H 6.2153 -0.9593 -0.6141 0.24
H 6.3375 1.5030 -0.4766 0.24
H 4.3241 2.8288 0.0563 0.24
H 2.1777 1.7002 0.4777 0.20
```

---

Entry from the OMol25 dataset: a cluster of 2 separate species, H4O2 in total (the ωB97M-V functional and the def2-TZVPD basis).

The value obtained for the total energy is -152.86679 a.u. Its HOMO-LUMO gap is 12.1646 eV. The net charge is 0. Its HOMO energy is -11.6 eV. The SMILES is O.O.

XYZ file:
```
6
Properties=species:S:1:pos:R:3:nbo_charge:R:1
H -1.4166 -0.8225 -0.0147 0.47
H -1.6738 0.6984 0.0708 0.46
H 1.2473 0.4750 -0.5113 0.47
H 2.1631 0.0348 0.6969 0.48
O -2.1116 -0.1655 -0.0923 -0.94
O 1.7916 -0.2203 -0.1494 -0.95
```

---

Entry from the OMol25 dataset: the molecule C5H6O (the ωB97M-V functional and the def2-TZVPD basis).

The value obtained for the total energy is -269.27359 a.u. Its HOMO-LUMO gap is 9.5856 eV. The net charge is 0. Its HOMO energy is -8.4 eV. The SMILES is C1=C[C@@H]2C[C@@H]2O1.

XYZ file:
```
12
Properties=species:S:1:pos:R:3:nbo_charge:R:1
C -1.1411 -0.2526 0.6298 -0.44
C -0.3994 -0.9143 -0.4649 0.06
C 1.4914 -0.0704 0.1794 0.13
C 0.8132 1.0475 -0.1214 -0.33
C -0.5669 0.6273 -0.4357 -0.28
H -2.1791 -0.3845 0.6827 0.22
H -0.6786 -0.2987 1.6218 0.23
H -0.8328 -1.4560 -1.3295 0.22
H 2.5139 -0.1080 0.6040 0.19
H 1.2093 2.0316 -0.0443 0.23
H -1.2483 1.0835 -1.1828 0.23
O 1.0183 -1.3054 -0.1391 -0.47
```